1.
ORCA calculation (wB97M-V/def2-TZVPD) on a structure of composition C45H58N5PtS2.

Its HOMO energy is -2.72 eV. For the electronic energy, the calculation gives -79976.0900 eV. As for the HOMO-LUMO gap: 4.264 eV. Its multiplicity is 1. Its total charge is -1.

Each line ends with the Mulliken charge.
Geometry (Å):
C (1.89110, 0.71468, 4.47511)  2.249
H (-0.03957, -6.22800, -0.64882)  0.311
H (5.34868, -1.56378, -1.35789)  0.379
H (-0.51073, 0.49578, 1.56093)  -0.434
C (-1.20596, -3.87544, -1.06806)  0.641
H (-1.23712, -3.05145, -3.10335)  0.391
H (-0.94330, -0.28607, -6.42199)  0.376
C (1.98730, 0.02080, 0.65230)  -1.398
H (-1.79196, 2.19511, 3.25473)  0.257
H (-3.79787, 2.02622, 0.97114)  0.196
H (-5.01964, -2.96661, 2.98970)  0.438
N (0.74609, -1.97020, -2.09099)  0.146
C (4.20922, -2.91706, -3.49397)  -1.742
C (-0.87075, 3.05755, 0.10244)  0.714
C (-1.16190, 4.31128, 2.12173)  -0.744
H (1.17775, -0.94764, 2.34313)  0.496
H (1.55002, 4.62854, -3.39152)  0.390
H (-3.85566, 3.12546, 2.35277)  0.445
C (2.88650, 1.03742, 0.20053)  0.877
C (1.09541, 1.95321, 4.91039)  -1.415
C (0.29939, 1.51548, -1.15938)  -1.110
N (-4.02544, -1.64470, 1.69026)  0.118
H (-1.46063, 4.34880, 3.16367)  0.456
H (-3.52161, -3.60977, 2.25119)  0.404
C (-0.24716, 0.02587, -4.42164)  -0.399
H (4.00167, -5.12108, -1.47234)  0.345
H (-3.43093, -2.39525, 3.51991)  0.319
H (0.79985, -0.06400, -4.68453)  0.576
H (-0.53605, 6.35977, 2.07397)  0.365
C (-1.53420, 0.57447, 1.92220)  0.405
C (3.31145, 1.96355, 1.16980)  -1.021
N (-0.83977, 1.81863, -0.64589)  0.053
H (-0.81894, -2.13099, 0.16493)  -0.679
H (-2.06527, 5.10797, -2.54449)  0.372
H (-5.26343, -3.61756, 0.76934)  0.238
H (-1.59043, -0.02331, 2.83912)  1.509
C (-0.65251, 5.44174, 1.51207)  -1.751
C (4.67029, -2.36987, -1.07354)  -1.459
C (-1.90692, -3.17935, -2.25598)  -1.423
H (-5.73837, -2.83949, -0.68316)  0.269
H (0.09994, -0.50710, 4.27039)  0.137
C (-1.30128, 3.10912, 1.43656)  0.607
C (2.55428, -3.57009, -1.72415)  0.795
C (-4.00884, -2.71982, 2.65935)  -1.234
C (-1.01041, 5.31703, -2.73179)  -1.655
H (0.17084, 2.03180, 4.33301)  -0.022
H (2.97175, 0.58119, 6.35993)  0.456
C (1.36715, 4.58421, -2.31582)  -1.436
C (-1.22631, -0.10563, -5.39230)  -1.004
C (1.76622, -0.08737, 2.04968)  -0.390
H (3.10489, -1.58577, -2.25352)  -0.496
H (-1.70706, -4.83741, -0.90558)  0.971
C (-4.64806, -1.68306, 0.52602)  0.465
H (-2.78069, -3.75400, -2.58119)  0.258
H (-3.96308, 0.27985, -3.44297)  0.368
C (2.98765, 1.89001, 2.51013)  -0.522
N (-5.41563, -2.75842, 0.26682)  -0.378
H (1.66468, 2.86884, 4.74539)  0.313
C (0.25794, -4.20371, -1.26460)  0.157
H (-4.05807, 1.38031, 2.59170)  0.331
H (1.16174, 2.13429, -0.92562)  0.889
C (-2.56627, -0.00960, -5.04430)  -0.647
C (2.21730, 0.82421, 2.98530)  0.606
H (-2.43472, -2.84051, 0.36439)  -0.430
Pt (-2.43654, 0.62223, -0.87838)  0.841
C (2.03302, -5.83445, -1.03429)  -1.349
C (0.93809, -0.92891, -1.33140)  -1.378
H (-3.33911, -0.11122, -5.79688)  0.396
H (2.03499, 3.82518, -1.90059)  0.295
S (-4.59281, -0.43195, -0.63785)  -0.590
C (3.18974, 0.63868, 5.28824)  -1.914
C (1.18873, -3.22550, -1.66057)  -0.052
H (1.64518, 5.55115, -1.88735)  0.304
H (-2.24757, -2.17299, -1.98910)  -0.040
C (2.94848, -4.86587, -1.41460)  -0.219
N (1.31896, -0.93607, -0.07501)  0.457
C (-2.00115, 1.99812, 2.19983)  0.459
H (0.05879, 6.28260, -0.31632)  0.353
H (-1.00740, -3.62468, 1.08600)  0.677
C (-0.10963, 4.28281, -2.04907)  1.333
C (-0.57847, 0.24973, -3.08665)  0.835
H (5.25495, -3.28505, -0.93095)  0.369
H (4.91287, -2.14366, -3.81192)  0.456
C (-0.30909, 5.39117, 0.17614)  -0.303
H (-3.46510, -0.82806, 1.87136)  0.024
C (-1.92767, 0.34100, -2.75131)  -0.220
C (-2.91810, 0.21694, -3.72129)  -0.522
C (3.59394, -2.55088, -2.14239)  1.839
H (0.83918, 1.89498, 5.97362)  0.504
H (3.76493, -0.24456, 5.00480)  0.422
H (3.43611, -3.01577, -4.25930)  0.360
H (4.75065, -3.86686, -3.43942)  0.301
C (-1.37795, -3.06853, 0.21943)  0.338
C (-3.51663, 2.14316, 2.02195)  -1.477
H (1.46095, 0.64133, -2.59054)  0.648
C (0.52846, 0.38725, -2.07488)  -0.279
H (3.81558, 1.51466, 5.11561)  0.323
H (-0.84417, 5.29665, -3.81043)  0.454
H (0.85035, -0.56019, 5.87171)  0.467
H (-0.79761, 6.32900, -2.38079)  0.315
H (2.35855, -6.84010, -0.79521)  0.331
H (-2.17920, 0.05030, 1.18771)  -2.347
C (0.69417, -5.48830, -0.95751)  -1.038
H (1.57738, -1.44175, 4.51994)  0.372
H (4.21429, -2.09681, -0.12062)  0.223
H (-0.34770, 3.32305, -2.50752)  -0.227
H (3.36186, 2.65285, 3.18525)  0.378
H (3.94870, 2.76733, 0.81867)  0.413
C (1.05600, -0.52449, 4.79792)  -1.812
S (3.52862, 1.21224, -1.43768)  -0.421
C (-0.42018, 4.21512, -0.55902)  0.403

2.
ORCA calculation (wB97M-V/def2-TZVPD) on a structure of composition C45H60BMgN6O4PS.

Its HOMO energy is -0.57 eV. For the electronic energy, the calculation gives -91020.8170 eV. As for the HOMO-LUMO gap: 4.659 eV. Its multiplicity is 1. Its total charge is -2.

Each line ends with the Mulliken charge.
Geometry (Å):
C (-2.52236, -0.41852, 3.93075)  -1.260
C (-0.66851, 2.06345, 2.87368)  0.921
H (5.93312, -3.31646, -1.12845)  0.401
H (-3.15948, 6.90281, 0.68017)  0.362
C (2.08277, -3.29622, 0.51733)  -0.686
H (0.25265, -4.67013, -5.52499)  0.378
H (0.57127, -5.57554, 0.11283)  0.156
C (1.14494, -3.96039, 1.49873)  3.177
H (2.36785, 0.96496, -4.06985)  0.097
H (-1.82332, -3.40488, -5.76484)  0.356
C (-5.65411, 0.57700, 1.16843)  -0.495
C (0.21000, 0.96293, 2.59646)  0.435
H (-4.25717, 7.48101, 2.80342)  0.322
H (-6.66314, -1.15950, 1.91910)  0.379
C (-3.81707, 6.48044, 2.66158)  -0.704
H (-2.16197, 4.65324, 0.30452)  0.478
H (-6.45089, 0.82284, 0.45479)  0.308
Mg (0.38168, -0.65527, -0.87206)  3.636
C (1.67252, 3.63319, -1.31095)  3.112
H (3.15318, 4.34370, -2.79268)  0.377
C (0.89758, 2.78193, 4.60503)  -1.073
C (-1.31776, -4.23703, -2.38974)  -1.231
N (0.75432, -2.39544, -2.75986)  -0.216
H (2.08586, -2.75289, 3.11080)  0.194
H (0.71624, 1.34743, -4.62241)  0.222
H (-4.81971, -1.60218, 3.59839)  0.295
H (5.82341, 0.47808, -2.52687)  0.161
H (-4.53088, 2.34646, 0.68085)  0.281
C (0.98708, -0.66718, -4.19326)  0.931
B (2.82495, -1.10221, -2.32377)  -0.041
C (1.85434, -3.79175, 2.89660)  -1.710
C (5.01511, -3.40065, -1.73778)  -1.843
N (1.96801, 1.13286, -1.45257)  0.027
O (-2.99800, 0.46524, -1.09238)  -0.513
H (-0.18363, 4.18801, -2.22135)  0.428
H (0.58196, -0.83959, 1.46470)  -0.436
C (3.33906, -3.84497, 0.17446)  -1.330
H (2.09181, -0.03765, 3.10992)  0.087
C (-4.58193, 1.45096, 1.28392)  -1.556
C (1.77582, 1.72484, 4.32124)  -0.538
C (2.61179, 4.68812, -1.90949)  -2.131
C (0.01330, -4.93677, -4.48301)  -1.848
H (2.05646, 4.23643, 0.77932)  0.333
H (2.75704, 1.65139, 4.79963)  0.289
C (1.45404, 0.82507, 3.35127)  -0.914
H (-1.73717, -1.01425, 3.43916)  -0.041
H (-0.58621, -5.90181, -4.52073)  0.405
H (3.33525, 5.03470, -1.13999)  0.377
C (-0.85990, -3.84563, -3.82981)  3.007
H (-2.13489, -4.98029, -2.42348)  0.466
H (-0.46069, -4.62246, -1.80915)  0.010
C (-0.05284, -2.60043, -3.82567)  -0.714
H (-4.47250, 5.75692, 4.57994)  0.377
H (-1.68368, -3.30084, -1.87992)  0.159
C (2.45762, 2.38242, -1.13328)  -0.774
C (-5.78420, -0.53919, 1.99081)  -0.782
H (0.87526, 3.26022, -3.28654)  0.214
C (-2.09382, -3.52383, -4.69485)  -1.674
H (3.73825, -4.76728, 0.55695)  0.498
N (1.89495, -2.14232, -0.19690)  0.529
H (1.15775, -4.12279, 3.70066)  0.437
H (0.42920, -5.99827, 1.82183)  0.431
C (-3.62238, 0.02984, 3.00191)  1.678
H (1.70885, 0.49583, -5.73659)  0.443
H (0.69854, 5.09261, 0.10109)  0.471
C (-2.80329, 3.90350, 2.24772)  0.134
C (3.84499, -3.03930, -0.85805)  0.322
S (-2.00111, -0.39440, -1.71055)  0.234
O (-0.79313, 0.41308, -2.08966)  -0.754
N (1.42957, -1.22332, -2.98711)  0.465
H (5.13240, -2.82538, -2.67951)  0.219
H (-4.49266, 2.71108, 4.61276)  0.289
C (0.07581, -1.55089, -4.76052)  -1.047
C (3.85199, 2.27697, -0.96740)  -1.628
H (-0.55968, -1.45019, -5.64067)  0.303
H (-2.68354, -2.63332, -4.35579)  0.229
C (-3.39492, 4.23065, 3.49331)  1.029
C (4.17952, 0.98282, -1.33877)  0.778
C (-0.28397, 2.95100, 3.89244)  -0.813
H (-1.95262, 0.39411, 4.39955)  0.091
P (-2.11541, 2.29637, 1.81126)  1.688
N (3.06169, 0.30581, -1.69902)  0.745
H (2.00502, -5.91343, 1.04089)  0.381
C (-0.27407, -3.35383, 1.56818)  -1.402
C (-3.55148, 3.26730, 4.67845)  -1.571
O (-1.51221, -1.41991, -0.69633)  -0.920
H (-2.82410, -4.39069, -4.70488)  0.355
H (-3.57621, 3.90433, 5.59328)  0.484
H (0.95353, -5.16022, -3.97096)  0.247
C (-3.52061, 1.18740, 2.17354)  0.752
H (1.15920, 3.51722, 5.37908)  0.222
H (2.78539, -4.38240, 2.92337)  0.358
C (-0.08019, 0.06240, 1.54434)  -0.678
C (-4.78114, -0.77341, 2.89474)  -0.485
H (4.59485, 3.06388, -0.74309)  0.291
C (-3.19262, 6.14785, 1.46978)  -0.532
C (-2.68175, 4.90493, 1.24586)  -1.010
N (2.98451, -2.04605, -1.09549)  0.387
O (-2.44625, -1.06292, -2.90623)  -0.791
C (-3.93019, 5.53777, 3.65563)  -0.786
H (0.52314, 3.29337, 0.52871)  0.114
H (3.71421, -1.21377, -3.10621)  -0.242
H (-2.75116, 2.52594, 4.79709)  0.147
H (-0.90467, 3.83224, 4.05399)  0.376
H (-0.35004, -2.38431, 2.12094)  -0.014
H (-0.96030, -4.08800, 2.02290)  0.569
H (-0.72897, -3.13597, 0.60357)  -0.271
H (5.52077, -0.65541, -1.11715)  0.144
C (1.04430, -5.41777, 1.09126)  -1.652
C (0.50641, 3.34165, -2.25459)  -1.579
H (-2.97299, -1.03126, 4.75409)  0.479
H (-0.07784, 2.43352, -2.03789)  -0.092
C (1.17275, 4.10032, 0.10188)  -1.600
H (4.92014, -4.45318, -2.03859)  0.409
H (6.16072, 1.00372, -0.85512)  0.447
C (1.50560, 0.58686, -4.66741)  -1.663
H (-1.05518, 0.01706, 1.04251)  0.662
C (5.50761, 0.37489, -1.48208)  -1.376
H (2.04257, 5.60091, -2.21509)  0.421

3.
ORCA calculation (wB97M-V/def2-TZVPD) on a structure of composition C45H60ClN4S2SeY.

Its HOMO energy is -12.20 eV. For the electronic energy, the calculation gives -154171.2618 eV. As for the HOMO-LUMO gap: 6.616 eV. Its multiplicity is 1. Its total charge is +2.

Each line ends with the Mulliken charge.
Geometry (Å):
C (2.85020, -1.89007, 1.09142)  -0.788
C (-2.06838, 3.78243, -3.00613)  -0.475
H (-2.43430, -3.10077, 1.04798)  -0.838
H (2.27753, -0.76314, -2.62581)  0.425
H (1.98046, 3.21177, 0.04019)  0.440
C (-0.09121, -3.80280, 4.72912)  -1.213
C (0.50464, 3.01617, 1.57774)  0.745
H (0.98704, 3.62617, -3.76126)  0.295
H (1.50385, 0.46495, 5.17644)  0.366
H (-2.75437, 3.74766, 1.13132)  0.460
H (-3.20143, 2.25160, 4.15810)  0.403
H (-0.48032, 7.94690, -4.35780)  0.396
H (5.85208, 2.16866, -3.30157)  0.383
N (-0.83601, 2.84607, -3.08100)  0.383
C (-2.07959, 7.20412, -5.58871)  -0.510
C (-0.74445, 1.85878, -2.19953)  0.088
H (2.45010, -0.87984, 1.17178)  -0.226
H (-3.96360, -6.31718, 2.17883)  0.352
S (-1.93968, 1.45353, -1.18309)  -0.214
H (1.66716, 1.86099, -4.95596)  0.625
S (1.31922, 0.74096, -0.66548)  0.117
N (-2.87529, -3.93860, 0.73640)  0.670
C (-1.18162, 6.01337, -3.69451)  -0.095
H (-0.59657, -2.86875, 5.01226)  0.121
H (-0.46364, 6.00641, -2.84820)  0.284
C (-2.39335, -5.08051, 1.63490)  -0.375
C (3.82907, -3.34025, 3.00644)  -1.177
C (4.78925, -4.91087, 4.69338)  -1.805
H (-4.52791, -3.85972, 2.08354)  0.403
C (-2.11106, 4.99920, -3.88148)  0.050
H (-3.79652, -5.54197, -1.90061)  0.340
C (4.15993, 0.89718, -3.41064)  0.194
H (3.06522, 3.12390, 1.78009)  0.496
H (3.71622, 1.20042, -2.43724)  0.196
C (-5.05409, -5.09616, 0.46255)  -0.788
C (3.32781, 0.14362, -4.17187)  0.296
H (0.05578, -4.40700, 5.58373)  0.503
C (1.26639, -3.63386, 4.10381)  1.441
H (-1.95611, 5.08202, 1.79994)  0.452
C (5.32523, 1.42742, -3.94609)  -0.740
N (-4.07527, -6.13167, 0.15954)  -0.134
H (3.10111, 1.32527, 1.82155)  0.276
C (0.17141, 2.98760, -4.08952)  -0.649
H (-1.46142, -4.24871, -0.65592)  0.413
H (-2.89529, 3.18456, -3.34086)  0.606
H (2.26092, 0.00948, 3.72488)  0.369
H (1.37362, 4.73487, 0.73883)  0.546
C (0.57280, 1.13705, -2.14525)  -0.427
H (4.82618, -4.92441, 5.76259)  0.402
H (-0.83677, -4.32195, 4.03178)  -0.041
H (0.69535, -0.66984, 3.95554)  -0.006
H (3.00151, -0.82775, -6.06155)  0.373
C (-0.81508, 1.47072, 3.53917)  0.562
C (0.55624, 1.31636, 3.34460)  0.269
H (4.63802, -5.95203, 4.40441)  0.349
H (-2.12747, 1.12365, 5.22490)  0.604
H (-0.25531, 3.32551, -5.03824)  0.450
C (-2.98622, 5.02086, -4.95429)  -0.523
H (-2.44418, -6.42623, -1.07082)  0.288
H (0.00913, 1.01363, -5.14230)  0.289
C (1.27243, 0.22551, 4.15386)  -1.608
C (1.21282, 2.23192, 2.42510)  1.683
C (-3.25346, -6.26652, 1.36263)  -1.007
C (-1.21569, 7.16909, -4.53992)  -0.602
H (-3.72740, 2.39312, 2.47606)  0.419
C (3.68885, -0.21733, -5.47616)  -0.157
C (3.66750, -4.08269, 4.12113)  0.786
C (-1.53681, 2.48261, 2.83377)  1.165
C (4.90932, 0.16662, -5.97449)  -0.811
H (5.25530, -0.14340, -6.92556)  0.469
H (-2.11462, 8.10435, -6.20731)  0.383
C (0.76446, 1.62510, -4.56421)  -0.868
H (3.18762, 2.35011, 3.22650)  0.516
H (-1.37264, -5.19996, 1.25910)  0.505
C (-0.87473, 3.21856, 1.86268)  1.301
C (-1.62151, 0.57039, 4.41108)  -1.879
H (-2.39116, -4.62612, 2.66575)  0.437
Se (-0.23437, -2.26344, 2.00719)  0.827
C (-1.74731, 4.23662, 1.14271)  -1.501
H (-1.32733, 4.68714, 0.18285)  0.149
H (-3.74473, 6.25862, -6.52260)  0.383
H (4.86574, -3.11088, 2.57352)  0.192
H (-5.91686, -5.49125, 0.99501)  0.305
C (-3.21646, -5.67924, -0.94351)  -0.635
N (1.12092, 0.87116, -3.29838)  0.302
H (-5.60495, -4.85526, -0.52608)  0.297
C (-4.33923, -3.85806, 0.99155)  -0.349
C (-2.54529, -4.32292, -0.64265)  -0.490
H (2.41358, -2.44966, 0.29554)  0.401
C (2.71067, 2.24746, 2.26820)  -2.147
H (-2.20684, 4.02783, -1.98307)  0.350
H (-4.76671, -2.91936, 0.60742)  0.360
H (1.50556, -0.90087, -4.19186)  0.522
H (-3.84771, 4.34043, -4.90446)  0.329
C (-2.99304, 2.72475, 3.21498)  -2.022
H (3.93636, -1.71164, 0.89021)  0.395
H (-0.98869, -0.15922, 4.94852)  0.173
H (-2.90158, -3.57725, -1.32017)  0.475
H (6.68541, 1.37785, -5.57872)  0.284
C (1.47125, -2.90756, 2.90031)  -0.260
H (2.26044, -4.90048, 5.53891)  0.386
C (2.02876, -0.28715, -3.53542)  -1.192
C (2.71301, -2.70436, 2.33911)  1.000
H (0.36725, 3.82312, -0.44587)  -0.208
H (5.68681, -4.68669, 4.22225)  0.418
C (5.67325, 0.99809, -5.20155)  -0.225
H (-3.25122, 3.77435, 3.51918)  0.364
H (-2.39441, 0.12708, 3.81892)  0.402
C (1.06229, 3.77827, 0.40248)  -1.663
C (2.37142, -4.19029, 4.72356)  -1.026
H (-2.58735, -7.16756, 1.30220)  0.347
C (-2.97985, 6.16477, -5.75611)  -0.504
Cl (-3.09897, -0.37084, 1.22539)  -0.538
Y (-0.71702, 0.28522, 1.23839)  -0.329